{"formula": "C4H14N3", "method": "ωB97M-V/def2-TZVPD", "homo_energy_ev": -13.15, "total_energy_ha": -324.80790, "de_lowest_kcal_mol": 35.74, "homo_lumo_gap_ev": 10.17, "total_charge": 1, "symbols": ["C", "C", "N", "H", "H", "H", "H", "H", "N", "C", "C", "N", "H", "H", "H", "H", "H", "H", "H", "H", "H"], "coordinates": [[-0.659, 3.214, 0.613], [-0.810, 1.916, 0.904], [-1.721, 1.053, 0.243], [-1.062, 3.712, -0.272], [-0.111, 3.920, 1.232], [-0.266, 1.476, 1.743], [-2.505, 1.577, -0.161], [-2.157, 0.405, 0.893], [0.212, 0.033, -1.357], [0.509, -1.372, -1.024], [0.995, -1.568, 0.440], [1.616, -2.877, 0.533], [-0.678, 0.380, -0.813], [1.003, 0.644, -1.161], [0.023, 0.104, -2.343], [-0.370, -2.000, -1.227], [1.290, -1.751, -1.693], [1.738, -0.765, 0.592], [0.113, -1.408, 1.079], [1.898, -3.081, 1.491], [0.944, -3.612, 0.288]], "lowdin_charge": [0.025, -0.272, -0.002, 0.068, 0.067, 0.113, 0.124, 0.113, 0.142, -0.177, -0.282, 0.003, 0.093, 0.157, 0.155, 0.136, 0.132, 0.122, 0.106, 0.088, 0.088]}

***

{"formula": "C4H14N3O", "method": "ωB97M-V/def2-TZVPD", "homo_energy_ev": -13.56, "total_energy_ha": -399.70046, "de_lowest_kcal_mol": 271.14, "homo_lumo_gap_ev": 5.04, "total_charge": 1, "symbols": ["C", "C", "C", "N", "C", "N", "N", "H", "H", "H", "H", "H", "H", "H", "H", "H", "H", "H", "H", "H", "H", "O"], "coordinates": [[1.030, -1.379, -0.488], [0.678, -0.905, 0.951], [1.252, 0.502, 1.366], [0.383, 1.929, -1.492], [0.809, 2.098, -0.188], [1.727, 1.368, 0.342], [0.006, -1.157, -1.496], [1.071, -2.451, -0.320], [1.971, -0.953, -0.829], [0.825, -1.710, 1.658], [-0.431, -0.620, 0.837], [2.070, 0.368, 2.077], [0.442, 0.998, 1.920], [-0.121, 1.275, -0.761], [-0.199, 2.720, -1.779], [0.554, 3.030, 0.331], [0.087, -1.719, -2.339], [-1.198, 0.547, 0.267], [-0.191, -0.197, -1.711], [-3.056, -0.689, 0.369], [-4.286, -1.618, 0.447], [-3.424, -1.438, 0.838]], "lowdin_charge": [-0.226, -0.083, -0.237, 0.163, -0.266, 0.142, 0.082, 0.122, 0.128, 0.124, 0.074, 0.131, 0.117, 0.044, 0.125, 0.181, 0.113, 0.292, 0.014, -0.022, 0.047, -0.064]}

***

{"formula": "C4H14N3O", "method": "ωB97M-V/def2-TZVPD", "homo_energy_ev": -11.31, "total_energy_ha": -400.01583, "de_lowest_kcal_mol": 73.24, "homo_lumo_gap_ev": 8.22, "total_charge": 1, "symbols": ["C", "C", "C", "C", "N", "N", "N", "H", "H", "H", "H", "H", "H", "H", "H", "H", "H", "H", "H", "H", "H", "O"], "coordinates": [[0.709, 2.022, -0.812], [0.849, 0.547, -1.405], [0.684, -0.546, -0.475], [-0.443, -1.270, -0.266], [-0.425, -2.374, 0.550], [1.830, -0.855, 0.323], [-0.665, 1.991, -0.021], [0.704, 2.704, -1.737], [1.572, 2.262, -0.246], [0.173, 0.141, -2.192], [1.752, 0.544, -1.867], [-1.388, -1.049, -0.641], [-1.016, -3.135, 0.548], [0.385, -2.587, 0.953], [1.842, -0.733, 1.285], [2.689, -1.053, -0.205], [-0.915, 2.880, 0.211], [-1.339, 1.750, -0.796], [-0.719, 1.263, 0.712], [-2.898, 0.082, 1.493], [-1.432, -0.621, 1.747], [-1.924, 0.213, 1.566]], "lowdin_charge": [-0.043, -0.162, -0.382, -0.155, 0.110, 0.087, 0.203, 0.151, 0.104, 0.141, 0.082, 0.104, 0.084, 0.031, 0.061, 0.113, 0.108, 0.185, 0.103, 0.098, 0.057, -0.080]}

***

{"formula": "C4H14N3O", "method": "ωB97M-V/def2-TZVPD", "homo_energy_ev": -13.53, "total_energy_ha": -399.83381, "de_lowest_kcal_mol": 187.46, "homo_lumo_gap_ev": 4.67, "total_charge": 1, "symbols": ["C", "C", "C", "N", "C", "N", "N", "H", "H", "H", "H", "H", "H", "H", "H", "H", "H", "H", "H", "H", "H", "O"], "coordinates": [[2.015, 0.849, 0.028], [1.480, -0.019, 1.144], [0.095, -0.663, 0.782], [-2.655, 0.044, 1.569], [-2.161, -0.076, 0.178], [-0.737, 0.284, 0.072], [2.299, -0.015, -1.104], [2.965, 1.314, 0.312], [1.370, 1.708, -0.257], [2.177, -0.864, 1.166], [1.476, 0.538, 2.082], [0.175, -1.596, 0.146], [-0.390, -1.070, 1.673], [-2.666, 0.506, -0.606], [-2.212, -1.144, -0.088], [-0.393, 0.035, -1.127], [-1.923, 0.640, 1.971], [3.121, 0.167, -1.665], [1.500, -0.335, -1.665], [-3.447, 0.683, 1.601], [-0.642, -0.532, -2.988], [-0.190, -0.350, -2.146]], "lowdin_charge": [-0.247, -0.138, -0.163, 0.064, -0.246, 0.114, 0.137, 0.132, 0.138, 0.123, 0.123, 0.193, 0.136, 0.138, 0.140, -0.013, 0.078, 0.116, 0.047, 0.094, 0.096, -0.060]}

***

{"formula": "C4H14N3S", "method": "ωB97M-V/def2-TZVPD", "homo_energy_ev": -12.08, "total_energy_ha": -723.06653, "de_lowest_kcal_mol": 0.00, "homo_lumo_gap_ev": 9.37, "total_charge": 1, "symbols": ["C", "N", "N", "N", "C", "H", "H", "H", "H", "H", "H", "H", "H", "S", "C", "C", "H", "H", "H", "H", "H", "H"], "coordinates": [[-1.068, -1.507, 1.140], [-1.726, -2.562, 1.626], [-0.700, -1.489, -0.136], [-0.782, -0.475, 1.943], [-0.970, -2.570, -1.078], [-1.946, -3.352, 1.015], [-2.011, -2.580, 2.608], [-0.197, -0.665, -0.475], [-0.278, 0.335, 1.574], [-1.069, -0.496, 2.925], [-0.554, -2.286, -2.060], [-2.054, -2.741, -1.192], [-0.497, -3.512, -0.755], [0.942, 1.705, -0.347], [2.707, 2.047, -0.450], [0.343, 3.220, -1.114], [3.247, 1.192, -0.010], [2.975, 2.958, 0.110], [3.034, 2.168, -1.497], [0.651, 4.111, -0.542], [0.710, 3.321, -2.149], [-0.759, 3.179, -1.135]], "lowdin_charge": [-0.448, 0.206, 0.034, 0.196, -0.046, 0.124, 0.144, 0.077, 0.057, 0.140, 0.108, 0.101, 0.101, 0.739, -0.409, -0.409, 0.041, 0.051, 0.051, 0.051, 0.051, 0.041]}

***

{"formula": "C4H14N4", "method": "ωB97M-V/def2-TZVPD", "homo_energy_ev": [-19.47, -17.57], "total_energy_ha": -379.00020, "de_lowest_kcal_mol": 154.19, "smiles": "C/[NH+]=[NH+]/C(C)(C)NN", "homo_lumo_gap_ev": [9.90, 6.59], "total_charge": 2, "symbols": ["C", "N", "N", "C", "C", "C", "N", "N", "H", "H", "H", "H", "H", "H", "H", "H", "H", "H", "H", "H", "H", "H"], "coordinates": [[3.116, -0.087, 0.184], [1.771, -0.005, 0.671], [0.778, 0.623, 0.256], [-0.741, -0.144, -0.216], [-0.337, -1.152, -1.238], [-1.054, -0.845, 1.052], [-1.603, 0.878, -0.655], [-2.472, 1.500, 0.216], [3.089, -0.107, -0.848], [3.679, 0.700, 0.593], [3.737, -1.016, 0.422], [1.506, -0.783, 1.350], [0.960, 1.491, -0.278], [-1.091, -1.802, -1.320], [0.516, -1.630, -0.873], [0.040, -0.815, -2.212], [-1.365, -0.062, 1.664], [-0.166, -1.397, 1.302], [-1.825, -1.619, 1.046], [-1.605, 1.306, -1.606], [-2.948, 2.206, -0.286], [-2.294, 1.345, 1.189]], "lowdin_charge": [0.023, -0.028, 0.116, -0.396, 0.025, 0.019, 0.122, 0.290, 0.081, 0.099, 0.157, 0.200, 0.186, 0.075, 0.080, 0.129, 0.066, 0.095, 0.144, 0.221, 0.154, 0.141]}

***

{"formula": "C4H14N4", "method": "ωB97M-V/def2-TZVPD", "homo_energy_ev": -17.58, "total_energy_ha": -379.01429, "de_lowest_kcal_mol": 145.36, "homo_lumo_gap_ev": 7.95, "total_charge": 2, "symbols": ["C", "C", "C", "C", "N", "N", "N", "N", "H", "H", "H", "H", "H", "H", "H", "H", "H", "H", "H", "H", "H", "H"], "coordinates": [[-1.073, -1.247, -0.074], [0.617, 0.639, -1.291], [1.056, 2.290, 1.209], [0.244, 0.307, 2.275], [-1.308, -1.512, -1.330], [0.443, 0.213, 0.020], [-0.792, -2.566, -2.023], [0.615, 0.906, 1.021], [-1.692, -0.531, 0.371], [-0.481, -2.024, 0.491], [-0.507, 0.627, -1.699], [1.098, 1.580, -1.562], [1.097, -0.167, -1.996], [1.613, 2.457, 2.095], [1.808, 2.552, 0.414], [0.236, 2.947, 0.998], [-0.236, -0.692, 2.110], [1.247, 0.092, 2.851], [-0.542, 0.892, 2.761], [-1.827, -0.768, -2.015], [-0.638, -3.455, -1.593], [-0.976, -2.539, -3.034]], "lowdin_charge": [0.032, -0.026, 0.067, 0.027, -0.084, 0.015, 0.107, -0.143, 0.111, 0.160, 0.145, 0.107, 0.164, 0.112, 0.134, 0.129, 0.092, 0.183, 0.133, 0.257, 0.129, 0.148]}

***

{"formula": "C4H14NO2", "method": "ωB97M-V/def2-TZVPD", "s2": 0.75, "homo_energy_ev": [-2.77, -11.00], "total_energy_ha": -365.90801, "spin_multiplicity": 2, "de_lowest_kcal_mol": 28.26, "homo_lumo_gap_ev": [3.53, 11.52], "total_charge": 0, "symbols": ["C", "C", "C", "C", "O", "N", "H", "H", "H", "H", "H", "H", "H", "H", "H", "H", "H", "H", "H", "H", "O"], "coordinates": [[-0.028, -1.645, 0.506], [-0.158, -0.319, -0.227], [1.088, 0.128, -0.989], [2.354, 0.239, -0.197], [0.682, 1.326, -1.643], [-0.510, 0.774, 0.809], [0.494, -2.347, -0.149], [0.536, -1.597, 1.435], [-1.035, -1.950, 0.798], [-0.969, -0.212, -0.943], [1.189, -0.613, -1.797], [2.581, -0.683, 0.324], [3.152, 0.610, -0.854], [2.290, 1.146, 0.423], [1.417, 1.745, -2.102], [-0.305, 1.705, 0.386], [-1.521, 0.663, 0.998], [0.047, 0.726, 1.684], [-3.951, 0.627, 1.041], [-3.998, -0.344, -0.081], [-3.353, 0.022, 0.577]], "lowdin_charge": [-0.080, -0.344, -0.465, -0.076, -0.069, 0.133, 0.088, 0.066, 0.071, 0.131, 0.147, 0.081, 0.084, 0.064, 0.095, 0.073, 0.051, 0.037, 0.027, 0.051, -0.163]}

***

{"formula": "C4H14NO2", "method": "ωB97M-V/def2-TZVPD", "homo_energy_ev": -14.97, "total_energy_ha": -365.80195, "de_lowest_kcal_mol": 18.06, "homo_lumo_gap_ev": 12.07, "total_charge": 1, "symbols": ["C", "O", "C", "C", "C", "N", "H", "H", "H", "H", "H", "H", "H", "H", "H", "H", "H", "H", "H", "H", "O"], "coordinates": [[-1.125, -1.171, 0.791], [-0.705, -2.316, 0.050], [-0.206, 0.012, 0.433], [1.157, -0.153, 1.187], [1.974, 1.119, 0.953], [0.091, -0.159, -1.037], [-2.173, -0.991, 0.571], [-1.186, -1.397, 1.857], [-0.251, -2.928, 0.637], [-0.627, 1.008, 0.530], [0.860, -0.327, 2.211], [1.603, -1.027, 0.719], [1.838, 1.859, 1.740], [3.042, 0.913, 0.863], [1.765, 1.682, 0.048], [0.057, -1.172, -1.233], [1.058, 0.112, -1.211], [-0.565, 0.294, -1.695], [-1.844, 2.062, -2.953], [-2.842, 1.143, -2.243], [-1.921, 1.438, -2.218]], "lowdin_charge": [-0.181, -0.056, -0.253, -0.170, -0.085, 0.197, 0.125, 0.137, 0.116, 0.156, 0.120, 0.117, 0.088, 0.085, 0.070, 0.149, 0.154, 0.117, 0.077, 0.075, -0.039]}

***

{"formula": "C4H14NO2", "method": "ωB97M-V/def2-TZVPD", "homo_energy_ev": -14.23, "total_energy_ha": -365.79430, "de_lowest_kcal_mol": 22.86, "homo_lumo_gap_ev": 11.27, "total_charge": 1, "symbols": ["C", "C", "C", "C", "N", "H", "H", "H", "H", "H", "H", "H", "H", "H", "H", "H", "H", "O", "H", "H", "O"], "coordinates": [[-0.278, 1.630, 1.218], [-1.063, 0.360, 0.829], [-0.826, -0.204, -0.540], [-1.591, -0.013, -1.606], [0.505, -0.800, -0.773], [-0.580, 1.842, 2.239], [-0.555, 2.433, 0.536], [0.795, 1.483, 1.180], [-2.122, 0.593, 0.893], [-0.769, -0.432, 1.527], [-2.618, 0.295, -1.478], [-1.228, -0.303, -2.584], [0.515, -1.187, -1.715], [1.278, -0.115, -0.710], [0.697, -1.565, -0.087], [0.023, -2.793, 1.794], [0.498, -3.883, 0.885], [0.591, -2.931, 1.024], [2.964, 1.531, -0.906], [1.719, 2.372, -0.565], [2.045, 1.689, -1.162]], "lowdin_charge": [-0.070, -0.187, -0.309, 0.124, 0.215, 0.086, 0.089, 0.058, 0.124, 0.105, 0.091, 0.083, 0.163, 0.126, 0.109, 0.071, 0.083, -0.034, 0.071, 0.045, -0.042]}

***

{"formula": "C4H14NO2", "method": "ωB97M-V/def2-TZVPD", "s2": 0.75, "homo_energy_ev": [-18.76, -18.61], "total_energy_ha": -365.15532, "spin_multiplicity": 2, "de_lowest_kcal_mol": 92.51, "homo_lumo_gap_ev": [11.09, 3.42], "total_charge": 2, "symbols": ["C", "N", "C", "C", "C", "H", "H", "H", "H", "H", "H", "H", "H", "H", "H", "H", "H", "O", "H", "H", "O"], "coordinates": [[0.803, -0.787, 0.379], [-0.712, -1.080, 0.017], [-1.399, -0.138, 1.021], [-0.410, 0.992, 1.406], [1.064, 0.648, 1.018], [1.117, -1.464, 1.196], [1.254, -0.792, -0.582], [-0.860, -2.086, 0.233], [-1.093, -0.739, -1.076], [-1.646, -0.698, 1.947], [-2.333, 0.108, 0.670], [-0.500, 2.162, 0.857], [-0.680, 1.244, 2.387], [1.658, 0.505, 1.858], [1.423, 1.551, 0.421], [-2.345, 0.707, -1.921], [-1.959, -0.287, -3.039], [-2.111, -0.242, -2.087], [3.486, 0.115, -2.162], [2.529, 0.259, -0.842], [2.713, 0.021, -1.701]], "lowdin_charge": [-0.017, 0.072, -0.051, 0.021, -0.027, 0.173, 0.084, 0.194, 0.178, 0.186, 0.114, 0.341, 0.131, 0.133, 0.182, 0.121, 0.114, 0.010, 0.038, -0.046, 0.049]}

***

{"formula": "C4H14NO2S", "method": "ωB97M-V/def2-TZVPD", "homo_energy_ev": -2.63, "total_energy_ha": -764.21544, "de_lowest_kcal_mol": 36.30, "homo_lumo_gap_ev": 6.16, "total_charge": -1, "symbols": ["C", "N", "C", "C", "S", "C", "H", "H", "H", "H", "H", "H", "H", "H", "H", "H", "H", "H", "O", "H", "H", "O"], "coordinates": [[-1.528, 1.982, -0.659], [-0.606, 1.297, -1.560], [0.006, 0.122, -0.941], [0.679, -0.752, -1.960], [1.735, -2.164, -1.358], [-0.799, -0.859, 0.032], [-2.565, 1.757, -0.963], [-1.404, 1.674, 0.374], [-1.464, 3.080, -0.616], [-0.993, 1.133, -2.475], [0.883, 0.496, -0.400], [0.032, -1.205, -2.689], [1.422, -0.206, -2.565], [-1.873, -0.664, 0.171], [-0.240, -0.970, 0.947], [-0.803, -1.826, -0.476], [2.372, -0.918, 1.387], [1.424, 0.349, 0.817], [1.902, -0.074, 1.539], [1.151, -0.656, 4.364], [0.419, -0.822, 3.034], [0.250, -0.774, 3.996]], "lowdin_charge": [-0.151, -0.089, -0.478, -0.714, 0.125, -0.079, 0.071, 0.068, 0.059, 0.094, 0.081, 0.026, 0.030, 0.064, 0.029, 0.031, 0.035, -0.019, -0.115, 0.037, -0.003, -0.102]}